{"formula": "C4H14NO2", "method": "ωB97M-V/def2-TZVPD", "total_energy_ev": -9953.48422, "total_charge": 1, "homo_ev": -14.4616, "e_above_lowest_kcal_mol": 29.4, "orbital_gap_ev": 11.251, "e_lumo_ev": -3.2, "species": ["C", "C", "C", "C", "O", "N", "H", "H", "H", "H", "H", "H", "H", "H", "H", "H", "H", "H", "H", "H", "O"], "coordinates": [[0.586, 1.041, 0.407], [0.076, -0.240, -0.209], [-1.431, -0.456, -0.316], [-2.269, -0.054, 0.888], [-1.548, -1.882, -0.501], [0.662, -1.477, 0.549], [0.134, 1.903, -0.089], [0.370, 0.978, 1.478], [1.618, 1.390, 0.383], [0.604, -0.375, -1.188], [-1.702, -0.016, -1.294], [-2.177, 1.012, 1.104], [-3.309, -0.362, 0.701], [-2.020, -0.586, 1.810], [-2.422, -2.206, -0.263], [0.506, -2.305, -0.026], [1.618, -1.419, 0.899], [0.090, -1.633, 1.382], [4.106, 2.169, -1.332], [3.059, 2.637, -2.419], [3.450, 1.882, -1.965]], "nbo_charge": [-0.67, -0.03, 0.07, -0.66, -0.76, -0.69, 0.26, 0.21, 0.27, 0.24, 0.22, 0.24, 0.24, 0.21, 0.50, 0.47, 0.44, 0.43, 0.48, 0.48, -0.96]}

***

{"formula": "C37H65F12NO13", "method": "ωB97M-V/def2-TZVPD", "total_energy_ev": -100137.51143, "smiles": "CCOC(=O)C(F)(F)F.CCOC(=O)C(F)(F)F.CCOC(=O)C(F)(F)F.CCOC(=O)C(F)(F)F.CCN(CC)CC.CC(C)=O.CC(C)=O.CC(C)=O.CC(C)=O.CC(C)=O", "homo_ev": -8.4458, "e_above_lowest_kcal_mol": 85.8, "orbital_gap_ev": 8.507, "e_lumo_ev": 0.1, "species": ["C", "C", "O", "C", "O", "C", "F", "F", "F", "H", "H", "H", "H", "H", "C", "C", "O", "C", "O", "C", "F", "F", "F", "H", "H", "H", "H", "H", "C", "C", "O", "C", "O", "C", "F", "F", "F", "H", "H", "H", "H", "H", "C", "C", "O", "C", "O", "C", "F", "F", "F", "H", "H", "H", "H", "H", "C", "C", "N", "C", "C", "C", "C", "H", "H", "H", "H", "H", "H", "H", "H", "H", "H", "H", "H", "H", "H", "H", "C", "C", "C", "O", "H", "H", "H", "H", "H", "H", "C", "C", "C", "O", "H", "H", "H", "H", "H", "H", "C", "C", "C", "O", "H", "H", "H", "H", "H", "H", "C", "C", "C", "O", "H", "H", "H", "H", "H", "H", "C", "C", "C", "O", "H", "H", "H", "H", "H", "H"], "coordinates": [[-1.546, -2.932, -6.999], [-0.607, -1.671, -7.317], [0.009, -1.843, -8.577], [-0.662, -1.277, -9.618], [-1.832, -0.870, -9.537], [0.105, -1.459, -10.971], [0.286, -0.222, -11.431], [1.310, -1.972, -10.873], [-0.628, -2.147, -11.868], [-2.299, -3.285, -7.703], [-2.025, -2.719, -6.043], [-0.876, -3.779, -6.848], [0.192, -1.718, -6.577], [-1.064, -0.693, -7.169], [3.621, -8.459, -1.233], [5.044, -7.755, -1.083], [5.252, -7.235, -2.407], [5.746, -5.984, -2.700], [6.086, -5.227, -1.816], [5.982, -5.703, -4.243], [5.326, -4.630, -4.637], [7.267, -5.512, -4.484], [5.581, -6.705, -5.040], [3.265, -8.712, -0.234], [3.676, -9.330, -1.887], [2.974, -7.735, -1.727], [5.859, -8.460, -0.925], [5.047, -7.061, -0.242], [7.066, 1.785, 2.739], [7.061, 0.787, 1.620], [7.964, 1.123, 0.587], [7.525, 1.810, -0.508], [6.376, 2.232, -0.692], [8.570, 2.051, -1.615], [9.786, 1.636, -1.289], [8.184, 1.323, -2.701], [8.764, 3.354, -1.994], [6.382, 2.627, 2.639], [8.085, 2.167, 2.693], [6.985, 1.302, 3.713], [6.065, 0.549, 1.246], [7.417, -0.121, 2.106], [2.309, -5.430, 10.912], [2.812, -4.679, 9.668], [2.172, -3.417, 9.717], [2.027, -2.651, 8.547], [2.385, -2.980, 7.398], [1.296, -1.316, 8.900], [1.144, -1.178, 10.229], [2.026, -0.281, 8.506], [0.169, -1.253, 8.249], [2.347, -4.806, 11.805], [2.816, -6.395, 10.943], [1.268, -5.737, 10.813], [2.533, -5.145, 8.723], [3.870, -4.432, 9.757], [-3.506, 8.273, 3.993], [-2.676, 7.000, 3.884], [-2.290, 6.289, 5.106], [-1.311, 7.012, 5.921], [0.068, 7.164, 5.174], [-3.533, 5.947, 5.884], [-4.299, 4.735, 5.303], [-3.028, 9.080, 4.548], [-4.490, 8.013, 4.382], [-3.653, 8.468, 2.931], [-3.302, 6.286, 3.349], [-1.854, 7.128, 3.180], [-1.533, 8.033, 6.233], [-1.125, 6.485, 6.857], [0.434, 6.196, 4.831], [-0.058, 7.868, 4.351], [0.785, 7.530, 5.909], [-4.152, 6.834, 6.019], [-3.262, 5.752, 6.922], [-3.554, 4.006, 4.982], [-4.932, 5.089, 4.489], [-4.906, 4.368, 6.130], [-3.166, -9.357, 4.619], [-1.755, -8.750, 4.976], [-1.308, -7.559, 4.281], [-1.075, -9.274, 5.872], [-3.073, -9.903, 3.680], [-3.835, -8.511, 4.454], [-3.445, -10.036, 5.424], [-0.238, -7.581, 4.072], [-1.512, -6.736, 4.965], [-1.859, -7.343, 3.365], [-7.029, 5.245, -5.791], [-5.992, 5.856, -4.863], [-6.073, 7.336, -4.569], [-5.072, 5.192, -4.387], [-7.765, 4.808, -5.115], [-6.530, 4.433, -6.319], [-7.653, 5.946, -6.345], [-5.066, 7.663, -4.312], [-6.741, 7.638, -3.762], [-6.305, 7.964, -5.430], [0.056, -1.149, 0.158], [-1.047, -0.139, 0.106], [-0.725, 1.320, 0.343], [-2.235, -0.460, -0.121], [0.796, -1.002, -0.629], [-0.346, -2.112, -0.156], [0.447, -1.228, 1.172], [-1.590, 1.723, 0.870], [-0.699, 1.832, -0.619], [0.134, 1.365, 1.013], [4.633, 2.711, -8.757], [4.131, 3.794, -7.792], [3.053, 3.384, -6.761], [4.706, 4.879, -7.717], [5.185, 3.176, -9.574], [3.752, 2.193, -9.138], [5.265, 2.002, -8.222], [3.187, 2.312, -6.617], [2.028, 3.485, -7.119], [3.161, 3.924, -5.820], [-8.664, -1.359, -2.786], [-9.416, -0.640, -1.675], [-8.764, 0.537, -1.008], [-10.561, -0.944, -1.390], [-9.151, -2.324, -2.919], [-7.616, -1.495, -2.520], [-8.779, -0.719, -3.661], [-7.965, 0.173, -0.361], [-9.418, 1.057, -0.308], [-8.384, 1.281, -1.708]], "lowdin_charge": [-0.04, -0.19, 0.01, -0.30, 0.13, -0.56, 0.16, 0.19, 0.16, 0.07, 0.07, 0.07, 0.12, 0.12, -0.04, -0.17, -0.03, -0.30, 0.14, -0.56, 0.18, 0.18, 0.16, 0.07, 0.07, 0.07, 0.12, 0.12, -0.06, -0.24, 0.02, -0.30, 0.13, -0.50, 0.16, 0.14, 0.14, 0.08, 0.09, 0.08, 0.13, 0.12, -0.06, -0.21, -0.03, -0.26, 0.12, -0.58, 0.16, 0.17, 0.21, 0.08, 0.08, 0.08, 0.13, 0.13, -0.08, -0.28, -0.17, -0.26, -0.08, -0.25, -0.08, 0.07, 0.06, 0.08, 0.10, 0.11, 0.10, 0.10, 0.07, 0.06, 0.06, 0.09, 0.10, 0.08, 0.06, 0.07, -0.01, -0.48, -0.04, 0.03, 0.08, 0.07, 0.08, 0.09, 0.10, 0.08, -0.02, -0.48, -0.03, 0.04, 0.08, 0.09, 0.08, 0.08, 0.09, 0.08, -0.03, -0.47, -0.02, 0.02, 0.09, 0.08, 0.09, 0.08, 0.09, 0.08, -0.03, -0.45, -0.02, 0.04, 0.08, 0.07, 0.09, 0.07, 0.08, 0.08, -0.02, -0.50, -0.03, 0.05, 0.08, 0.08, 0.09, 0.08, 0.08, 0.08]}

***

{"formula": "C3H12N4", "method": "ωB97M-V/def2-TZVPD", "total_energy_ev": -9263.67303, "smiles": "N=C(N)N.CCN", "homo_ev": -8.3099, "e_above_lowest_kcal_mol": 60.7, "orbital_gap_ev": 9.160, "e_lumo_ev": 0.9, "species": ["N", "C", "N", "N", "H", "H", "H", "H", "H", "C", "C", "N", "H", "H", "H", "H", "H", "H", "H"], "coordinates": [[-1.613, 1.287, 0.387], [-0.960, 0.750, -0.636], [-1.588, -0.420, -1.116], [-0.483, 1.655, -1.620], [-1.671, 2.301, 0.344], [-0.908, -1.127, -1.378], [-2.206, -0.834, -0.435], [0.240, 2.314, -1.882], [-0.573, 1.239, -2.545], [0.394, -1.050, 1.888], [1.385, -0.319, 1.021], [0.966, -0.487, -0.608], [0.744, -1.023, 2.921], [-0.583, -0.577, 1.877], [0.222, -2.071, 1.546], [1.484, 0.747, 1.204], [2.365, -0.805, 1.053], [1.031, -1.469, -0.889], [1.753, -0.111, -1.132]], "nbo_charge": [-0.79, 0.61, -0.84, -0.91, 0.34, 0.36, 0.39, 0.41, 0.36, -0.65, -0.19, -0.86, 0.22, 0.25, 0.20, 0.21, 0.18, 0.35, 0.36]}

***

{"formula": "C41H70IN2O24", "method": "ωB97M-V/def2-TZVPD", "total_energy_ev": -103866.87472, "total_charge": 1, "homo_ev": -10.6347, "e_above_lowest_kcal_mol": 25.4, "orbital_gap_ev": 8.435, "e_lumo_ev": -2.2, "species": ["C", "C", "C", "N", "C", "C", "C", "C", "I", "N", "C", "C", "H", "H", "H", "H", "H", "H", "H", "H", "H", "H", "H", "H", "H", "H", "H", "H", "H", "H", "H", "H", "H", "H", "C", "C", "C", "O", "C", "O", "O", "H", "H", "H", "H", "H", "H", "C", "C", "C", "O", "C", "O", "O", "H", "H", "H", "H", "H", "H", "C", "C", "C", "O", "C", "O", "O", "H", "H", "H", "H", "H", "H", "C", "C", "C", "O", "C", "O", "O", "H", "H", "H", "H", "H", "H", "C", "C", "C", "O", "C", "O", "O", "H", "H", "H", "H", "H", "H", "C", "C", "C", "O", "C", "O", "O", "H", "H", "H", "H", "H", "H", "C", "C", "C", "O", "C", "O", "O", "H", "H", "H", "H", "H", "H", "C", "C", "C", "O", "C", "O", "O", "H", "H", "H", "H", "H", "H"], "coordinates": [[-5.639, -2.886, 0.235], [-5.124, -2.582, -1.192], [-3.732, -1.930, -1.100], [-3.673, -0.482, -1.570], [-4.696, 0.267, -0.787], [-2.259, -0.009, -1.328], [-2.013, 0.749, -0.023], [-0.511, 0.999, 0.069], [-0.112, 2.355, 1.675], [-4.027, -0.501, -2.965], [-4.124, 0.857, -3.546], [-5.523, 1.351, -3.921], [-5.457, -2.059, 0.926], [-5.131, -3.756, 0.655], [-6.713, -3.083, 0.237], [-5.013, -3.556, -1.671], [-5.840, -2.000, -1.767], [-3.077, -2.462, -1.798], [-3.268, -2.031, -0.116], [-4.692, -0.065, 0.247], [-4.543, 1.342, -0.845], [-5.690, 0.079, -1.187], [-1.874, 0.580, -2.162], [-1.641, -0.910, -1.277], [-2.487, 1.734, -0.097], [-2.427, 0.252, 0.855], [0.010, 0.053, 0.227], [-0.128, 1.442, -0.851], [-3.230, -0.940, -3.420], [-3.560, 0.818, -4.483], [-3.640, 1.632, -2.940], [-5.340, 2.286, -4.458], [-6.097, 1.617, -3.032], [-6.042, 0.662, -4.586], [-1.658, -0.956, 6.439], [-0.993, -1.483, 5.194], [-0.207, -0.456, 4.429], [-0.263, -0.971, 3.087], [-1.407, -1.678, 2.985], [-1.871, -2.057, 1.946], [-1.964, -1.885, 4.194], [-2.375, -0.170, 6.192], [-2.214, -1.744, 6.941], [-0.920, -0.558, 7.135], [-0.377, -2.353, 5.435], [0.822, -0.369, 4.767], [-0.674, 0.532, 4.436], [-1.771, 1.430, -9.102], [-2.510, 1.691, -7.814], [-3.817, 2.434, -7.972], [-3.931, 3.093, -6.701], [-2.674, 3.291, -6.233], [-2.402, 3.977, -5.301], [-1.775, 2.584, -6.956], [-1.504, 2.368, -9.590], [-0.842, 0.894, -8.906], [-2.380, 0.835, -9.783], [-2.659, 0.755, -7.266], [-4.659, 1.768, -8.143], [-3.795, 3.195, -8.755], [4.046, 0.242, -0.495], [4.237, -0.380, 0.867], [3.449, -1.648, 1.108], [3.279, -1.607, 2.537], [3.287, -0.312, 2.907], [2.942, 0.082, 3.981], [3.710, 0.481, 1.897], [3.001, 0.522, -0.648], [4.637, 1.154, -0.583], [4.351, -0.444, -1.278], [5.301, -0.531, 1.066], [3.977, -2.544, 0.804], [2.462, -1.639, 0.642], [2.912, -2.828, -6.078], [3.310, -2.098, -4.814], [4.799, -1.946, -4.631], [4.915, -1.880, -3.202], [3.872, -2.571, -2.683], [3.778, -2.877, -1.534], [2.960, -2.858, -3.631], [3.313, -3.844, -6.080], [1.829, -2.910, -6.147], [3.274, -2.299, -6.958], [2.775, -1.074, -4.748], [5.195, -1.046, -5.095], [5.365, -2.813, -4.983], [1.844, 3.650, -7.135], [1.767, 2.630, -6.028], [3.055, 2.431, -5.273], [2.918, 1.071, -4.814], [2.122, 0.431, -5.705], [1.958, -0.758, -5.738], [1.532, 1.304, -6.545], [2.572, 3.347, -7.890], [0.881, 3.740, -7.636], [2.124, 4.626, -6.739], [0.946, 2.874, -5.348], [3.166, 3.117, -4.439], [3.940, 2.493, -5.912], [3.943, -0.316, 6.699], [3.041, 0.044, 7.854], [3.604, -0.235, 9.225], [2.414, -0.452, 10.000], [1.466, -0.923, 9.154], [0.427, -1.393, 9.492], [1.862, -0.786, 7.865], [4.164, -1.386, 6.702], [3.428, -0.095, 5.758], [4.880, 0.240, 6.740], [2.716, 1.084, 7.766], [4.181, 0.595, 9.626], [4.208, -1.145, 9.259], [-2.721, -3.697, 8.906], [-3.938, -3.518, 9.778], [-5.086, -4.441, 9.452], [-6.217, -3.677, 9.884], [-5.879, -2.365, 9.783], [-6.643, -1.462, 9.867], [-4.544, -2.231, 9.567], [-2.965, -3.495, 7.862], [-1.939, -2.993, 9.196], [-2.326, -4.709, 8.988], [-3.663, -3.591, 10.834], [-5.035, -5.389, 9.981], [-5.186, -4.630, 8.379], [6.353, 3.014, -1.207], [5.522, 4.234, -1.529], [4.768, 4.796, -0.349], [3.645, 5.426, -0.983], [3.412, 4.763, -2.137], [2.439, 4.888, -2.811], [4.436, 3.922, -2.429], [5.722, 2.201, -0.849], [6.866, 2.653, -2.098], [7.099, 3.248, -0.447], [6.140, 4.998, -2.007], [5.344, 5.520, 0.221], [4.394, 4.021, 0.325]], "lowdin_charge": [-0.09, -0.20, -0.11, -0.27, 0.02, -0.12, -0.31, -0.64, 0.88, 0.04, -0.24, -0.06, 0.07, 0.08, 0.08, 0.11, 0.10, 0.13, 0.12, 0.11, 0.11, 0.11, 0.13, 0.14, 0.09, 0.10, 0.05, 0.05, 0.13, 0.11, 0.12, 0.07, 0.07, 0.08, 0.01, -0.30, -0.10, 0.03, -0.56, 0.12, 0.10, 0.10, 0.06, 0.09, 0.17, 0.12, 0.12, -0.01, -0.33, -0.08, 0.05, -0.58, 0.16, 0.07, 0.10, 0.09, 0.10, 0.15, 0.14, 0.14, 0.01, -0.29, -0.08, 0.08, -0.54, 0.10, 0.08, 0.10, 0.04, 0.07, 0.17, 0.13, 0.14, -0.02, -0.34, -0.08, 0.05, -0.57, 0.14, 0.10, 0.10, 0.09, 0.10, 0.08, 0.14, 0.14, 0.00, -0.31, -0.06, 0.08, -0.47, 0.07, 0.11, 0.10, 0.08, 0.10, 0.16, 0.11, 0.15, -0.02, -0.32, -0.09, 0.07, -0.56, 0.15, 0.07, 0.10, 0.04, 0.10, 0.16, 0.14, 0.14, -0.02, -0.33, -0.10, 0.06, -0.56, 0.17, 0.08, 0.07, 0.08, 0.09, 0.16, 0.14, 0.14, -0.01, -0.31, -0.08, 0.08, -0.56, 0.16, 0.07, 0.04, 0.10, 0.10, 0.16, 0.14, 0.14]}

***

{"formula": "C29H35N4O2PtS2", "method": "ωB97M-V/def2-TZVPD", "total_energy_ev": -65614.35212, "total_charge": -1, "s_squared": 2.034, "homo_ev": [-2.1989, -4.4699], "e_above_lowest_kcal_mol": 0.0, "multiplicity": 3, "orbital_gap_ev": [4.756, 5.349], "e_lumo_ev": [2.6, 0.9], "species": ["Pt", "C", "C", "N", "N", "C", "S", "S", "C", "C", "C", "C", "C", "C", "C", "C", "C", "C", "C", "C", "C", "O", "H", "H", "H", "H", "H", "H", "H", "H", "H", "H", "H", "H", "H", "H", "C", "N", "C", "C", "C", "C", "C", "C", "C", "C", "H", "H", "H", "H", "H", "H", "H", "H", "H", "H", "H", "H", "C", "N", "C", "C", "C", "O", "H", "H", "H", "H", "H", "H", "H", "H", "H"], "coordinates": [[0.178, 1.446, 0.599], [-3.295, 4.187, 0.045], [-1.883, 3.682, 0.133], [-1.661, 2.329, 0.201], [-2.734, 1.544, 0.184], [-2.566, 0.294, 0.486], [-1.012, -0.319, 1.066], [-3.924, -0.826, 0.396], [-4.513, -0.484, -1.298], [-3.659, -1.097, -2.365], [-3.938, -2.373, -2.850], [-3.131, -2.954, -3.817], [-2.024, -2.268, -4.301], [-1.733, -1.003, -3.814], [-2.550, -0.416, -2.858], [-0.811, 4.634, 0.252], [-1.144, 5.998, 0.438], [-0.201, 6.997, 0.593], [1.149, 6.670, 0.580], [1.521, 5.345, 0.404], [0.590, 4.322, 0.220], [1.097, 3.116, -0.029], [-3.975, 3.379, -0.198], [-3.380, 4.963, -0.718], [-3.624, 4.627, 0.994], [-4.558, 0.599, -1.392], [-5.530, -0.878, -1.331], [-4.793, -2.915, -2.460], [-3.361, -3.946, -4.187], [-1.383, -2.725, -5.044], [-0.853, -0.477, -4.157], [-2.308, 0.563, -2.463], [-2.187, 6.279, 0.472], [-0.521, 8.022, 0.732], [1.906, 7.436, 0.703], [2.564, 5.053, 0.381], [1.354, -2.736, 2.397], [1.859, -1.867, 3.448], [1.152, -2.115, 4.687], [1.752, -0.452, 3.081], [2.574, -0.095, 1.864], [3.912, -0.504, 1.859], [4.758, -0.185, 0.813], [4.259, 0.565, -0.248], [2.934, 0.966, -0.246], [2.052, 0.650, 0.802], [1.499, -3.779, 2.688], [1.901, -2.552, 1.471], [0.283, -2.577, 2.194], [1.263, -3.162, 4.976], [0.072, -1.894, 4.609], [1.567, -1.492, 5.482], [2.121, 0.126, 3.935], [0.706, -0.152, 2.928], [4.275, -1.086, 2.699], [5.793, -0.507, 0.827], [4.904, 0.837, -1.077], [2.568, 1.561, -1.073], [1.193, -4.509, -0.379], [0.528, -3.299, -0.804], [-0.920, -3.275, -0.711], [1.191, -2.235, -1.355], [2.694, -2.363, -1.467], [0.609, -1.226, -1.708], [0.557, -5.018, 0.346], [2.141, -4.295, 0.112], [1.379, -5.201, -1.209], [-1.351, -4.129, -1.244], [-1.288, -2.357, -1.158], [-1.243, -3.308, 0.333], [2.983, -3.275, -1.993], [3.158, -2.371, -0.478], [3.059, -1.492, -2.000]], "mulliken_spin": [0.39, -0.01, 0.45, 0.07, 0.07, 0.16, 0.44, 0.01, 0.01, 0.00, 0.00, 0.00, 0.00, 0.00, 0.00, -0.08, 0.17, -0.10, 0.18, -0.08, 0.16, 0.03, 0.01, 0.01, 0.02, 0.00, 0.00, 0.00, 0.00, 0.00, 0.00, -0.01, 0.04, 0.00, 0.02, -0.01, 0.02, 0.00, 0.00, -0.01, 0.02, 0.00, 0.00, 0.00, 0.01, 0.01, 0.00, 0.00, -0.01, 0.00, 0.00, 0.00, 0.00, 0.01, 0.00, 0.00, 0.00, 0.00, 0.00, 0.00, 0.03, 0.00, 0.00, 0.00, 0.00, 0.00, 0.00, 0.00, -0.02, 0.00, 0.00, 0.00, 0.00]}